(1)
44
Properties=species:S:1:pos:R:3:forces:R:3:nbo_charge:R:1 method="wB97M-V/def2-TZVPD" total_charge=-1 e_homo_ev="0.46 / -7.79" energy_ha=-1633.03111 lumo_ev="2.4 / 2.4" gap_ha="0.0720 / 0.3736" multiplicity=2
C 0.65296 4.90384 -5.84692 0.0 -0.7 0.2 -0.62
C 0.71864 3.42598 -6.30345 0.9 -0.3 1.1 -0.37
C 0.94598 2.33409 -5.16823 -1.2 1.3 0.2 -0.51
C -0.15208 2.32098 -4.15480 -1.7 0.1 1.4 0.29
N -0.99000 2.37318 -3.33266 2.2 -0.1 -2.2 -0.35
H -0.32658 5.12867 -5.42494 0.0 0.2 -0.1 0.22
H 0.88473 5.57109 -6.67707 -0.4 -0.1 -0.2 0.21
H 1.40631 5.14508 -5.09701 0.0 -0.3 0.2 0.21
H 1.63219 3.31169 -6.88695 -0.2 0.0 -0.5 0.20
H -0.16089 3.16731 -6.89306 0.1 0.0 -0.1 0.21
H 1.82405 2.58148 -4.57166 0.3 -0.1 -0.2 0.26
H 1.06570 1.35347 -5.62883 -0.1 0.0 0.2 0.25
C -3.00448 -2.26118 1.37092 0.9 0.0 0.1 -0.63
C -1.56387 -2.80507 1.52561 -1.2 -0.5 0.8 -0.47
C -1.44182 -4.27185 1.06708 0.5 0.6 0.1 -0.56
C -1.58816 -4.40813 -0.36762 -0.4 -0.7 -4.9 0.30
N -1.71640 -4.53466 -1.54392 0.4 0.5 4.5 -0.37
H -3.17749 -2.09088 0.30830 -0.3 0.1 0.1 0.21
H -3.11142 -1.33382 1.93364 0.0 0.2 -0.2 0.22
H -3.75389 -2.93622 1.78422 0.1 -0.2 -0.1 0.20
H -1.27182 -2.84904 2.57484 -0.1 0.2 0.2 0.20
H -0.82729 -2.14779 1.06351 0.0 -0.2 -0.3 0.20
H -2.15044 -4.94934 1.54348 -0.2 0.2 0.1 0.24
H -0.44936 -4.59271 1.38358 0.2 -0.3 -0.3 0.24
C 1.05327 -0.51222 5.87770 -0.5 -0.9 0.4 -0.63
C 0.59580 -1.08787 4.52878 1.6 -0.3 0.1 -0.50
C -0.52706 -0.32950 3.88831 0.0 0.1 0.7 -0.64
C -1.79516 -0.67996 4.50620 0.5 0.4 -0.5 0.32
N -2.78586 -0.94492 5.00933 -0.9 -0.3 0.4 -0.39
H 1.15578 0.57243 5.84435 0.1 0.0 -0.1 0.20
H 1.97809 -0.95914 6.24249 0.3 0.1 -0.4 0.21
H 0.36236 -0.77348 6.67925 -0.4 0.3 0.0 0.20
H 0.42430 -2.16416 4.51170 -0.1 0.0 0.4 0.20
H 1.43397 -0.97147 3.84175 0.2 0.1 -0.2 0.20
H -0.51102 -0.52304 2.81575 -0.3 0.2 -0.2 0.23
H -0.27662 0.70468 4.12462 -0.5 0.3 -0.6 0.24
Cl 3.56091 -0.44737 0.17924 -0.2 -0.3 -0.1 -0.13
C 1.97543 0.37956 0.14928 0.3 1.3 -0.5 -0.59
C 1.60914 0.85921 -1.28019 -0.1 -0.9 1.4 -0.43
Cl 2.72138 2.17070 -1.77948 -0.2 -0.1 -0.2 -0.09
H 2.13956 1.24371 0.79302 -0.2 0.1 -0.1 0.21
H 1.19721 -0.20121 0.64444 0.0 -0.5 -0.4 0.18
H 0.58075 1.22045 -1.27618 0.1 0.3 0.0 0.23
H 1.66336 0.00752 -1.95826 0.2 0.3 -0.2 0.22

=====

(2)
38
Properties=species:S:1:pos:R:3:forces:R:3:nbo_charge:R:1 method="wB97M-V/def2-TZVPD" total_charge=0 e_homo_ev=-7.41 energy_ha=-2266.92468 lumo_ev=-0.2 gap_ha=0.2644 multiplicity=1
Sn 1.79666 -2.21717 -0.43615 0.0 0.0 0.0 0.83
N -2.32634 -0.23277 -0.61063 0.0 -0.1 0.0 -0.60
C -1.97214 1.01477 -0.03817 0.0 0.0 0.0 0.22
C -2.77610 1.64486 0.89640 0.0 0.0 0.0 -0.27
C -2.35655 2.84657 1.45146 0.0 0.0 0.0 -0.20
C -1.12427 3.38573 1.11112 0.0 0.0 0.0 -0.21
C -0.30614 2.73133 0.20021 0.0 0.0 0.0 -0.19
C -0.75274 1.56402 -0.40029 0.1 0.1 0.0 -0.26
S 0.17645 0.73470 -1.63893 0.0 -0.1 0.0 0.50
N -0.15790 -0.89151 -1.19277 -0.1 0.0 -0.1 -0.68
C -1.35577 -1.17625 -0.83515 0.1 0.0 0.1 0.46
C -1.72262 -2.60045 -0.57786 0.0 0.0 0.0 0.12
C -2.42282 -2.94683 0.57156 0.0 0.1 0.0 -0.23
C -2.70789 -4.28536 0.79007 0.0 0.0 0.0 -0.16
C -2.29411 -5.21220 -0.14963 0.0 0.0 0.0 -0.24
C -1.60115 -4.76216 -1.26667 0.0 0.0 0.0 0.05
N -1.31352 -3.48511 -1.48356 0.0 0.0 0.0 -0.38
H -3.23311 -0.59516 -0.36080 0.0 0.0 0.0 0.40
H -3.72437 1.20521 1.18365 0.0 0.0 0.0 0.21
H -2.99146 3.35264 2.16618 0.0 0.0 0.0 0.22
H -0.79370 4.31151 1.56208 0.0 0.0 0.0 0.22
H 0.67280 3.11829 -0.05478 0.0 0.0 0.0 0.24
H -2.69892 -2.18877 1.29341 0.0 0.0 0.0 0.22
H -3.23471 -4.59622 1.68234 0.0 0.0 0.0 0.23
H -2.49395 -6.26728 -0.02485 0.0 0.0 0.0 0.23
H -1.25863 -5.46198 -2.01990 0.0 0.0 0.0 0.20
S 3.33277 -0.86752 -1.77447 0.0 0.0 0.0 -0.26
C 3.47190 0.61719 -0.82494 0.0 0.0 0.0 -0.18
C 4.15614 1.68548 -1.40668 0.0 0.0 0.0 -0.21
C 4.29866 2.89218 -0.74463 0.0 0.0 0.0 -0.23
C 3.75355 3.04988 0.52300 0.0 0.0 0.0 -0.25
C 3.07584 1.99713 1.11272 0.0 0.0 0.0 -0.18
C 2.92602 0.77439 0.45503 0.0 0.0 0.0 -0.20
S 2.04408 -0.50056 1.30176 0.0 0.0 0.0 -0.28
H 4.57363 1.55777 -2.39736 0.0 0.0 0.0 0.22
H 4.83367 3.70538 -1.21774 0.0 0.0 0.0 0.21
H 3.85821 3.98773 1.05352 0.0 0.0 0.0 0.21
H 2.64852 2.11053 2.10145 0.0 0.0 0.0 0.21

=====

(3)
89
Properties=species:S:1:pos:R:3:forces:R:3:mulliken_charge:R:1 method="wB97M-V/def2-TZVPD" total_charge=0 e_homo_ev=-5.98 energy_ha=-3131.05020 lumo_ev=-4.2 gap_ha=0.0644 multiplicity=1
C -1.88769 -1.15356 5.38376 -0.8 0.1 0.8 -0.52
O -1.08686 -1.08157 6.55631 -0.2 -0.3 -0.1 -0.47
C 0.19621 -0.57608 6.28770 -0.3 -0.5 0.6 -0.68
C 1.05908 -1.70173 5.78503 -0.1 0.6 -0.8 0.24
N 2.42795 -1.37081 5.48351 0.4 -0.9 -0.4 -0.34
F 2.34986 -0.24920 4.59326 0.3 0.1 0.5 -0.20
H -2.76537 -0.55491 5.58205 -0.4 0.3 -0.1 0.34
H -1.39289 -0.74751 4.52130 0.3 0.2 -0.4 0.33
H -2.17943 -2.17445 5.12471 0.2 0.4 0.5 0.09
H 0.10808 0.21247 5.56512 0.3 0.6 -0.3 0.56
H 0.58336 -0.20316 7.21964 0.2 0.4 0.5 0.31
H 1.00523 -2.54449 6.44791 0.3 -0.4 0.5 0.37
H 0.64515 -2.01846 4.84677 -0.4 -0.5 -0.5 -0.34
H 2.96041 -1.06812 6.28968 -0.1 0.7 0.0 0.29
C 3.77429 -0.80160 2.09787 -0.3 0.0 -0.4 -1.69
C 2.80649 -1.99190 2.03939 0.5 0.0 0.3 0.33
O 1.68221 -1.77645 1.17016 0.9 -3.0 -0.5 -0.84
C 1.98505 -1.55878 -0.22227 1.5 -3.7 -1.5 1.05
C 2.67426 -2.72036 -0.87344 0.2 -0.5 0.1 -1.83
H 3.25635 0.12973 2.35536 0.5 -0.4 0.4 0.19
H 4.53992 -0.98185 2.84559 0.0 -0.1 0.1 0.53
H 4.27176 -0.64627 1.13629 0.2 0.0 0.0 0.54
H 2.39749 -2.15867 3.03103 -0.3 0.0 -0.1 0.19
H 3.31795 -2.91080 1.75417 0.1 0.0 -0.1 0.31
H 2.56875 -0.63198 -0.34848 1.1 -2.0 -1.1 0.30
H 1.01951 -1.38320 -0.72132 0.4 -0.5 0.0 -0.48
H 3.67221 -2.87512 -0.46373 0.1 0.0 0.0 0.44
H 2.77475 -2.54637 -1.94354 0.0 0.0 0.0 0.43
H 2.10865 -3.63733 -0.71538 -0.1 0.0 -0.1 0.36
Cl -1.17020 -3.42383 3.56373 -0.4 -0.9 -1.0 -0.75
Na -3.60599 -4.20534 3.37393 0.7 0.1 0.1 0.82
Cs 1.26411 0.43196 0.77952 -4.8 10.5 3.2 1.13
C -2.20426 5.88464 2.61142 0.1 0.1 -0.3 -0.79
C -1.22124 4.70371 2.54853 0.3 -0.4 0.1 0.57
O -0.64750 4.47637 1.45588 0.0 0.0 -0.5 -0.73
O -1.06642 4.04905 3.60137 -0.2 -0.1 0.3 -0.73
H -2.27051 6.38924 1.64809 0.0 0.0 0.0 0.25
H -3.19481 5.52534 2.89058 0.0 0.0 0.1 0.22
H -1.87273 6.60108 3.36279 0.0 0.0 0.1 0.23
C -2.23687 -2.47920 0.22719 -2.6 5.5 0.9 -0.22
Si -2.66258 -2.13992 -1.54297 0.0 0.2 -1.8 0.12
C -3.64345 -3.61148 -2.19334 -0.1 0.1 0.2 -1.00
C -1.04645 -2.01918 -2.49683 0.0 -0.3 0.3 -1.04
N -3.55991 -0.71192 -1.57877 -0.1 -2.4 -0.3 0.06
Si -4.22502 0.16094 -2.94567 0.3 1.6 0.5 0.03
C -5.46452 -0.88866 -3.88909 0.2 -0.5 0.3 -0.96
C -2.90519 0.76558 -4.12753 0.1 -0.2 0.0 -0.18
C -5.12000 1.66235 -2.30957 -0.1 0.0 0.0 -1.00
H -1.58822 -3.55570 0.24470 1.1 -1.2 -0.3 0.33
H -1.63622 -1.67263 0.65974 0.2 -0.3 0.4 0.19
H -3.11447 -2.60351 0.86120 0.1 -0.2 0.2 0.09
H -3.09538 -4.51426 -1.90847 0.0 0.0 0.0 0.35
H -3.73724 -3.58052 -3.27863 0.0 0.1 0.0 0.32
H -4.64169 -3.65216 -1.75865 0.0 0.0 0.0 0.31
H -0.50514 -1.10631 -2.23851 0.0 0.1 -0.1 0.21
H -1.20143 -2.03212 -3.57597 0.0 0.1 0.0 0.41
H -0.42642 -2.88067 -2.23455 0.1 0.0 -0.1 0.37
H -4.97859 -1.66667 -4.47852 0.0 0.0 0.0 0.33
H -6.00845 -0.23337 -4.57222 0.1 0.1 0.0 0.36
H -6.18080 -1.36253 -3.21827 0.0 0.0 0.0 0.30
H -2.09431 1.26379 -3.59295 0.0 0.0 0.1 0.32
H -3.35206 1.48013 -4.81788 0.0 0.0 0.0 -0.39
H -2.47907 -0.04609 -4.72067 0.1 0.0 0.0 0.30
H -4.43730 2.32404 -1.77465 0.0 0.0 0.0 0.33
H -5.92569 1.37951 -1.63028 0.0 0.0 0.0 0.29
H -5.55440 2.22033 -3.14138 0.0 0.0 0.0 0.27
C -3.02707 5.20064 -7.63894 0.2 -0.1 0.0 -0.45
C -3.03630 5.38232 -6.13087 -0.3 0.1 -0.2 0.31
O -4.04422 4.46886 -5.73255 0.3 -0.2 0.0 -0.28
C -4.07393 3.46338 -6.65264 -0.2 0.1 0.1 0.66
O -4.60771 2.41949 -6.48786 -0.1 0.0 -0.1 -0.52
O -3.40489 3.82179 -7.76918 0.1 0.3 0.0 -0.33
F -3.39713 6.63481 -5.77282 0.0 0.0 0.0 -0.27
H -3.77084 5.83100 -8.12486 -0.1 0.1 0.1 0.29
H -2.05613 5.38344 -8.08665 0.1 -0.2 -0.1 0.27
H -2.09972 5.12653 -5.63478 0.0 0.1 0.1 0.28
N 9.36118 -0.87984 1.28520 0.1 -0.1 0.0 -0.52
C 9.26476 -0.27924 2.46450 0.0 0.1 0.2 -0.23
C 8.20755 0.55261 2.81821 0.1 -0.1 -0.1 -0.45
C 7.20524 0.76347 1.88486 -0.1 0.1 0.2 -0.18
C 7.29714 0.14604 0.65206 -0.1 0.0 -0.1 -0.39
C 8.39422 -0.66277 0.40944 0.0 0.4 -0.1 -0.15
H 10.07358 -0.47445 3.15884 0.0 0.0 0.0 0.37
H 8.17496 1.01593 3.79334 0.0 0.0 0.0 0.36
H 6.36446 1.40499 2.11577 0.0 0.0 0.0 0.46
H 6.53719 0.28928 -0.10452 0.0 0.0 0.0 0.43
H 8.50780 -1.17176 -0.54967 -0.1 0.5 0.0 0.35
Be 8.44164 -3.17666 -0.48852 0.0 -0.9 -0.1 -0.05
F -1.37410 -4.46933 -0.04011 0.9 -2.5 -0.2 -0.53